1.
56
Properties=species:S:1:pos:R:3 method="wB97M-V/def2-TZVPD" homo_ha=-0.3447 relative_energy_kj_mol=0.0 smiles=COC[C@H](C)N.COC[C@H](C)N.OCCO.CO.CO energy_ha=-1039.6708 homo_lumo_gap_ha=0.3564
C -0.38164 -3.48460 2.23675
O 0.94929 -3.95798 2.18060
C 1.79562 -3.15968 1.39561
C 1.52418 -3.25287 -0.09787
C 1.89048 -4.61852 -0.62014
N 2.40754 -2.29054 -0.82190
H -0.40445 -2.40150 2.39680
H -0.87404 -3.96732 3.07697
H -0.93537 -3.73451 1.32620
H 1.76707 -2.11077 1.73317
H 2.80776 -3.52885 1.57472
H 0.48380 -3.00360 -0.33980
H 1.36156 -5.41029 -0.07775
H 2.94957 -4.81987 -0.44322
H 1.69269 -4.76027 -1.68380
H 2.37428 -1.34618 -0.45657
H 2.06863 -2.26919 -1.77614
C 2.89841 4.95340 0.12239
O 2.11361 4.35133 1.11284
C 1.00866 3.62053 0.63626
C -0.00308 4.41463 -0.15638
C -0.60322 5.53876 0.67032
N -1.05633 3.46208 -0.56992
H 3.76032 5.39958 0.61924
H 2.37300 5.76468 -0.39646
H 3.25500 4.23822 -0.62928
H 1.35972 2.78156 -0.00290
H 0.55711 3.11999 1.49388
H 0.49476 4.85469 -1.02576
H 0.17874 6.10163 1.18526
H -1.27959 5.18139 1.45158
H -1.17545 6.25441 0.07265
H -0.67868 2.84387 -1.28841
H -1.82506 3.96562 -0.99653
O -1.11965 0.92232 0.76848
C -0.16737 0.09109 0.14146
C -0.48660 -0.22943 -1.29235
O -0.00988 0.87991 -2.08656
H -1.10786 1.78470 0.31661
H 0.82947 0.55467 0.18445
H -0.04162 -0.80922 0.74674
H -1.54184 -0.37488 -1.53276
H 0.01297 -1.16175 -1.57821
H -0.23707 0.71364 -3.00567
C -1.77990 -4.13378 -3.29936
O -0.99175 -2.96701 -3.54251
H -2.74107 -4.07844 -3.82065
H -1.27840 -5.03704 -3.65147
H -1.95926 -4.17662 -2.23033
H -0.58725 -3.05020 -4.40933
C -3.41228 0.54063 3.00539
O -3.28398 -0.44668 2.02087
H -4.38777 0.43780 3.49135
H -2.66629 0.44883 3.80810
H -3.35604 1.55939 2.60781
H -2.54145 -0.19775 1.45550

2.
55
Properties=species:S:1:pos:R:3 method="wB97M-V/def2-TZVPD" homo_ha=-0.4635 relative_energy_kj_mol=736.3 charge=+1 energy_ha=-943.4959 homo_lumo_gap_ha=0.3933
O -13.51646 -19.80082 38.94296
H -12.75355 -19.31508 38.80185
H -14.35110 -19.39808 38.89529
H -13.37107 -20.02744 39.94463
C -16.71195 -20.56314 38.69927
C -16.75055 -19.07702 38.65064
C -16.59264 -18.48915 40.03391
O -15.27303 -18.75519 40.55339
C -15.02053 -18.11989 41.90544
N -15.68597 -18.66569 37.70248
H -16.90297 -21.13075 39.66525
H -15.67314 -20.86262 38.90385
H -17.14438 -21.02833 37.91741
H -17.66650 -18.71349 38.23341
H -17.44671 -19.01489 40.51006
H -16.71624 -17.34591 39.87839
H -13.94753 -18.00479 42.27488
H -15.50243 -18.77048 42.66351
H -15.33684 -17.18500 41.96706
H -15.89054 -17.76906 37.73786
H -16.02284 -18.86069 36.75935
C -11.56853 -20.12274 42.14640
C -12.15789 -21.40703 41.56253
C -12.21053 -22.64612 42.58764
O -10.87334 -22.94357 42.98717
C -10.77390 -24.06420 43.89351
N -13.61057 -21.18418 41.15209
H -12.28234 -19.63306 42.62105
H -11.27114 -19.32525 41.40164
H -10.86974 -20.37647 42.90553
H -11.70658 -21.51310 40.73040
H -12.63290 -23.50528 42.18229
H -12.71983 -22.23758 43.37377
H -11.20475 -24.12101 44.91474
H -9.64630 -24.08759 44.05431
H -10.97872 -25.05547 43.40743
H -13.78887 -21.06617 42.12322
H -14.08061 -21.99666 40.71569
C -12.12711 -18.67555 36.00079
C -11.04108 -18.52733 37.08742
C -11.28162 -17.31138 37.96774
O -12.40723 -17.42460 38.80713
C -12.74180 -16.37698 39.56244
N -11.05543 -19.73674 37.88096
H -13.22359 -18.56940 36.45668
H -11.97010 -19.39055 35.11081
H -12.01357 -17.90848 35.06685
H -10.08002 -18.48715 36.68611
H -11.49234 -16.43738 37.50164
H -10.71208 -16.95733 38.64620
H -11.83470 -16.14729 40.16575
H -13.50198 -16.48184 40.26881
H -13.08877 -15.62457 38.85313
H -10.47345 -19.62292 38.75183
H -10.60877 -20.57219 37.37492

3.
57
Properties=species:S:1:pos:R:3 method="wB97M-V/def2-TZVPD" homo_ha=-0.1240 charge=-1 energy_ha=-1585.6514 homo_lumo_gap_ha=0.2006
C 3.39518 -2.64319 1.96463
P 2.38317 -2.52774 0.32796
C 1.93158 -0.65372 0.63439
C 2.49174 0.29314 -0.50151
N 3.22251 1.44735 0.14286
C 0.78111 -3.02203 1.27388
C -0.50583 -3.05086 0.39781
C -1.76699 -2.47756 1.12601
N -2.60701 -1.74997 0.16241
P 2.84838 -4.61974 -0.29905
N 3.11510 -4.60113 -1.90436
H 4.07713 -1.76381 1.97828
H 2.77876 -2.54670 2.88437
H 4.03955 -3.53804 2.05612
H 1.70241 -2.39041 -0.95021
H 3.63534 -2.15008 -0.34336
H 2.24883 -0.31198 1.63973
H 0.82392 -0.56778 0.59623
H 1.68407 0.67158 -1.15172
H 3.22907 -0.22163 -1.13914
H 3.90181 0.98915 0.74467
H 2.54020 1.81704 0.80080
H 0.92617 -3.98603 1.81516
H 0.59414 -2.27997 2.07880
H -0.37543 -2.43662 -0.51364
H -0.71956 -4.08212 0.06477
H -2.36770 -3.34387 1.47715
H -1.50802 -1.86885 2.01310
H -3.27097 -1.15327 0.62364
H -2.03691 -1.20862 -0.46509
H 4.07125 -5.05266 0.33759
H 1.77661 -5.53365 -0.01550
H 2.46141 -5.21580 -2.37790
C -3.86199 1.46876 -0.95585
O -2.92629 0.84965 -0.49670
N -4.03904 1.73417 -2.27020
C -5.18015 2.47974 -2.75841
C -3.04825 1.25174 -3.21712
H -4.66482 1.87381 -0.31874
H -5.74815 1.86081 -3.45700
H -4.83450 3.37901 -3.27385
H -5.82969 2.77127 -1.93451
H -2.98081 0.16449 -3.15211
H -2.07209 1.67306 -2.97059
H -3.32471 1.54021 -4.22896
C -0.63695 4.61655 2.20649
O -0.41602 5.64382 2.81806
N 0.15166 4.10583 1.23688
C -0.17593 2.87199 0.54613
C 1.36536 4.81554 0.87620
H -1.53009 4.00193 2.40307
H 0.62521 2.14641 0.69889
H -0.27974 3.07417 -0.52242
H -1.10848 2.45204 0.91932
H 2.01176 4.90088 1.75121
H 1.11198 5.82144 0.53472
H 1.89071 4.28228 0.08667

4.
60
Properties=species:S:1:pos:R:3 method="wB97M-V/def2-TZVPD" homo_ha=-0.3394 relative_energy_kj_mol=203.9 smiles=OCCO.OCCO.OCCO.OCCO.OCCO.OCCO energy_ha=-1381.5210 homo_lumo_gap_ha=0.3452
O -0.80738 1.60157 1.25875
C -0.36738 2.91657 0.86475
C -0.14038 3.05057 -0.64825
O 0.22962 4.39057 -0.86525
H -1.52438 1.29957 0.78675
H -0.96138 3.78257 1.26875
H 0.60162 3.14357 1.46675
H -0.97938 2.82957 -1.31825
H 0.64962 2.36057 -0.93925
H 0.44562 4.42357 -1.80425
O 1.61662 -1.08543 1.17275
C 0.27562 -1.60143 0.97075
C -0.09138 -1.19443 -0.49125
O -1.50838 -1.45443 -0.72925
H 2.09062 -1.41243 0.36475
H 0.13062 -2.65343 1.06375
H -0.40538 -1.04443 1.62975
H 0.43662 -1.76343 -1.21325
H 0.11462 -0.11343 -0.58225
H -1.72538 -1.31743 -1.71625
O -1.86238 -0.14243 -3.23325
C -0.99838 0.34057 -4.27925
C 0.38162 0.67057 -3.78025
O 1.23662 0.92657 -4.82925
H -2.43438 0.63157 -3.18025
H -0.77238 -0.42643 -5.07125
H -1.42238 1.18557 -4.73325
H 0.61562 -0.15043 -3.10325
H 0.37362 1.48457 -3.08825
H 2.11862 0.61257 -4.64325
O 3.52062 -1.91043 -0.73725
C 3.68662 -0.91943 -1.73125
C 4.07462 -1.60943 -3.02325
O 3.96462 -0.59743 -4.04025
H 4.36862 -1.93443 -0.29625
H 2.76362 -0.40443 -1.94825
H 4.28462 -0.16143 -1.32325
H 3.36262 -2.40143 -3.25025
H 5.05562 -2.09743 -2.92325
H 4.60262 0.13757 -3.88125
O -5.23438 0.14757 3.44475
C -4.99538 0.58357 2.07475
C -3.57438 0.06057 1.65875
O -3.36838 0.47457 0.31875
H -5.86938 0.69757 3.91375
H -5.76338 0.29057 1.36475
H -4.97238 1.66757 2.02675
H -3.48638 -0.99343 1.90075
H -2.95938 0.45357 2.39675
H -2.85838 -0.14243 -0.17325
O -0.31938 -0.53343 5.38375
C 0.16862 -1.09343 4.20475
C 1.55362 -1.57443 4.65175
O 2.34062 -2.04443 3.59575
H -1.22938 -0.25543 5.21975
H -0.40538 -1.91843 3.84175
H 0.40262 -0.32743 3.51375
H 1.54262 -2.48043 5.25175
H 1.99862 -0.71043 5.21175
H 2.02862 -1.69443 2.75475